Entry from OMol25: a molecular structure, C5H6O3 (ωB97M-V with the def2-TZVPD basis set).

Results
Net charge ... 0
Energy relative to the best compared isomer or geometry (same formula, charge and spin) ... 6.615 eV
LUMO level ... 0.842 eV
Total energy ... -419.59629 hartree
Frontier orbital gap ... 11.183 eV

```
14
C5H6O3 | OMol25 | ωB97M-V with the def2-TZVPD basis set
C -1.09014 0.26426 -0.42054
C -0.14742 0.82114 0.57289
C -0.08907 -1.07540 -0.17827
C 1.36117 -0.61623 -0.56115
C 1.27115 0.76315 -0.17344
H -2.25175 -0.80096 0.85601
H -1.30758 0.55496 -1.45967
H -0.32726 1.58255 1.44805
H -0.57581 -2.08527 -0.06608
H 1.90384 -0.41873 -1.62993
H 1.81931 1.70774 -0.31028
O -2.47660 0.02282 0.00737
O -0.21395 -0.50975 1.29887
O 2.12411 -0.21028 0.61617
```

Entry from OMol25: a molecular structure, C12H24IrN2O4S (ωB97M-V with the def2-TZVPD basis set).

Results
Net charge ... +3
Energy relative to the best compared isomer or geometry (same formula, charge and spin) ... 0.000 eV
LUMO level (spin up / spin down) ... -11.894 / -11.897 eV
Total energy ... -1383.50908 hartree
Frontier orbital gap (spin up / spin down) ... 6.928 / 6.925 eV

```
44
C12H24IrN2O4S | OMol25 | ωB97M-V with the def2-TZVPD basis set
Ir -0.77584 0.13026 0.39144
C -1.47673 -2.08805 -1.15648
C -1.01167 -1.14373 -2.25938
O -0.67317 0.19434 -1.70629
C -1.68848 1.21050 -2.14784
C -1.89612 2.24370 -1.07812
O -2.31734 1.52540 0.12577
C -2.19007 2.32445 1.35343
C -2.34143 1.38369 2.53875
O -1.71768 0.06639 2.23289
C -2.74776 -1.00633 2.17285
C -2.36010 -2.03055 1.14561
O -2.13406 -1.28607 -0.11423
H -2.20451 -2.80270 -1.54281
H -0.64670 -2.61405 -0.68523
H -0.11812 -1.53479 -2.74203
H -1.77425 -0.99402 -3.01790
H -1.32517 1.66403 -3.06880
H -2.61841 0.67805 -2.33764
H -1.00039 2.82347 -0.84480
H -2.69228 2.92344 -1.38949
H -1.21277 2.81145 1.32933
H -2.96995 3.08755 1.37234
H -1.84051 1.79133 3.41482
H -3.38277 1.19583 2.78242
H -2.82523 -1.45380 3.16327
H -3.69465 -0.54600 1.89631
H -1.43950 -2.56430 1.38511
H -3.18018 -2.73047 0.98103
C 4.27820 -0.70781 1.76022
N 3.77215 -0.38918 0.42136
C 4.72606 -0.11773 -0.68182
C 3.81197 0.17526 -1.88682
N 2.46776 0.13738 -1.26474
C 2.54517 -0.20676 0.00855
S 1.21001 -0.37623 1.17374
H 5.11008 -1.39878 1.64574
H 3.50518 -1.17849 2.35968
H 4.62627 0.20403 2.24415
H 5.35981 -0.99098 -0.82538
H 5.35439 0.72873 -0.40655
H 3.88707 -0.57917 -2.66663
H 3.99726 1.15600 -2.31741
H 1.60444 0.28473 -1.75843
```

Entry from OMol25: 2 unconnected molecules or ions with the total composition C4H15N2O2 (ωB97M-V with the def2-TZVPD basis set).

Results
Net charge ... +1
Energy relative to the best compared isomer or geometry (same formula, charge and spin) ... 1.323 eV
LUMO level ... -3.104 eV
Total energy ... -421.14483 hartree
Frontier orbital gap ... 10.844 eV

```
23
C4H15N2O2 | OMol25 | ωB97M-V with the def2-TZVPD basis set
C 0.53626 0.50118 2.18429
O -0.03193 -0.25371 3.21900
C 1.34983 -0.50279 1.38640
N 1.97258 0.15126 0.20575
H 1.18683 1.29436 2.57113
H -0.22518 0.96678 1.55199
H -0.50418 0.32323 3.82774
H 2.11905 -0.93508 2.02348
H 0.68959 -1.28734 1.01887
H 2.60284 0.89939 0.48863
H 1.22996 0.61269 -0.53693
H 2.55495 -0.51582 -0.30649
C -1.03414 -0.77477 -1.86383
O -2.37590 -1.20690 -1.82413
C -1.06311 0.70942 -1.56006
N 0.31155 1.26195 -1.58814
H -0.43483 -1.29789 -1.11749
H -0.60063 -0.93603 -2.85997
H -2.40388 -2.16919 -1.90659
H -1.70651 1.21303 -2.27834
H -1.47801 0.86345 -0.57204
H 0.29433 2.26543 -1.43374
H 0.71310 1.12312 -2.51096
```

Entry from OMol25: a single C7H14N2O3 molecule (ωB97M-V with the def2-TZVPD basis set).

Results
Net charge ... 0
Energy relative to the best compared isomer or geometry (same formula, charge and spin) ... 2.677 eV
LUMO level ... 0.795 eV
Total energy ... -610.30714 hartree
SMILES ... CCOCN1COCN(C)C1=O
Frontier orbital gap ... 10.081 eV

```
26
C7H14N2O3 | OMol25 | ωB97M-V with the def2-TZVPD basis set
C -3.76190 0.45153 -1.24472
C -2.48198 0.69728 -0.35931
O -2.16917 -0.58554 0.25092
C -1.23097 -0.59689 1.33416
N 0.12256 -0.60466 0.80514
C 0.41185 -1.65698 -0.07767
O 1.81098 -1.79106 -0.22845
C 2.31060 -0.72075 -0.93497
N 1.83505 0.54616 -0.28936
C 2.50919 1.83102 -0.51054
C 0.72848 0.58116 0.59243
O 0.45526 1.62478 1.23214
H -3.28367 -0.55395 -1.65443
H -4.67293 0.48331 -0.70677
H -3.76034 1.25921 -2.08950
H -1.61781 1.00232 -1.03525
H -2.64372 1.37925 0.49318
H -1.30901 0.24964 1.97934
H -1.37976 -1.60634 1.74515
H 0.00456 -2.62439 0.36466
H -0.02786 -1.58012 -1.09667
H 3.37007 -0.72618 -0.75425
H 2.08725 -0.86561 -1.98693
H 1.79084 2.59262 -0.02373
H 2.55786 2.09214 -1.56057
H 3.49303 1.80391 -0.11792
```